80
Properties=species:S:1:pos:R:3:forces:R:3 method="wB97M-V/def2-TZVPD" charge=+1 mol_weight_g_mol=598.5 total_energy_ev=-78049.827 multiplicity=1 e_above_lowest_kj_mol=81.7 lumo_ev="-4.205 / -4.874"
Sr -0.074339 1.326370 0.442194 2.049 -2.673 -1.102
P 2.328554 -0.750566 0.557267 0.143 -0.676 -2.378
P -2.727974 0.927845 -0.687057 -0.623 0.577 -0.198
Si -0.330103 0.410243 3.325091 0.164 0.768 -1.065
Si -1.319987 -1.484139 4.113062 0.062 0.198 -0.055
Si -1.743540 2.265331 3.521961 1.063 -3.530 2.228
Si 1.710445 0.869131 4.357780 -1.255 -0.443 -0.364
O 2.494415 2.248815 -1.368503 0.160 3.287 -2.292
O -0.457707 3.583696 -1.388114 -2.987 1.707 1.645
N -0.251755 -0.626099 -1.549544 1.168 1.478 2.064
C -1.417168 3.391163 1.971900 -0.077 1.506 -0.803
C 1.394520 1.329598 6.142807 0.542 0.190 0.301
C -2.945668 -1.800948 3.204252 -0.101 -0.237 0.081
C 2.245473 -2.590282 0.673683 -0.265 -0.430 1.106
C -0.166586 -2.946659 3.815229 -0.225 -0.100 0.113
C -1.408921 3.113188 5.159933 -0.361 1.327 -0.345
C 1.095257 -2.003677 -3.021675 -1.680 -1.080 -2.475
C -2.902973 2.072012 -2.101459 -0.080 0.208 -0.093
C 2.195506 -1.002088 -1.291245 1.481 3.740 1.218
C 0.975312 -1.096187 -1.960128 0.488 -0.657 0.263
C -0.062809 -2.532594 -3.568709 1.103 0.216 -0.390
C 2.502471 2.281307 3.411918 0.522 0.161 0.184
C -1.381919 -1.095563 -2.060120 0.915 -1.779 -2.251
C -4.421454 0.952902 -0.009397 -0.304 -0.044 0.110
C -3.518366 1.704958 3.597307 -0.611 0.855 -0.612
C -1.602141 -1.166494 5.947981 -0.295 -0.535 0.092
C 2.774136 -0.668718 4.308356 0.331 0.081 0.086
C -1.299570 -2.045871 -3.066304 -1.339 -0.656 -0.439
C 4.152277 -0.443191 0.748432 0.072 0.179 0.351
C -2.706165 -0.649048 -1.569004 -0.460 -0.227 0.396
H 4.487655 0.408689 0.125151 -0.279 -0.412 0.302
H -2.242375 3.802111 5.349160 0.164 0.146 0.238
H -2.220618 -2.483196 -3.476132 0.338 0.310 0.224
H -3.705888 0.942228 4.362928 0.440 0.233 -0.088
H 2.377263 -1.455632 4.958512 0.046 0.172 -0.058
H -2.145395 -0.228597 6.130797 0.114 -0.231 -0.089
H 2.603198 2.424675 -2.379246 0.690 2.642 1.754
H 0.991751 2.340804 6.258275 0.134 -0.159 -0.010
H 3.122109 -0.724425 -1.868312 -0.907 -1.001 0.422
H -0.705131 3.338678 0.899298 -1.447 1.801 0.814
H -0.655207 -1.129644 6.503654 -0.240 -0.058 -0.155
H 3.335228 2.649027 4.025332 0.015 0.179 -0.255
H -0.484453 3.698404 5.159533 -0.057 -0.015 0.060
H 1.423030 -2.955813 0.030188 0.335 0.297 0.474
H 2.324937 1.482300 -1.834101 -1.273 -6.036 0.747
H -0.264478 4.513459 -1.182368 -0.260 -0.128 -0.262
H 3.763030 -0.388424 4.692420 0.014 -0.193 -0.040
H 4.743318 -1.341077 0.491254 -0.337 0.417 0.009
H 0.005780 -3.311312 -4.394508 -0.330 1.110 1.266
H -4.585115 0.058209 0.607411 0.017 0.235 -0.126
H -1.357463 2.423604 6.013389 -0.071 -0.164 -0.564
H -1.885339 4.344756 2.252186 0.531 0.471 -0.941
H 2.367973 1.289100 6.649665 -0.169 0.111 0.195
H -0.288848 3.585343 2.071988 -0.309 -0.489 0.672
H -3.782314 1.788114 -2.678719 -0.051 -0.018 -0.063
H 0.790233 -2.845845 4.343432 -0.257 -0.038 -0.127
H -3.883252 1.315301 2.643803 -0.010 -0.042 0.133
H -3.757314 -1.143060 3.541555 0.176 -0.207 -0.057
H -3.436512 -0.587614 -2.374058 0.002 -0.052 -0.171
H -2.206393 -1.999345 6.338068 0.126 0.230 0.223
H -4.584776 1.835283 0.626093 0.020 -0.214 -0.246
H -3.093665 -1.396611 -0.880920 -0.066 -0.186 0.254
H 0.041477 -3.079753 2.743561 -0.103 0.056 0.289
H -2.833887 -1.676487 2.116159 0.055 -0.059 0.282
H -0.673014 -3.853038 4.182225 0.233 0.112 -0.102
H 3.184961 -3.034886 0.301885 -0.388 0.284 0.174
H -2.025832 2.006195 -2.750899 -0.104 0.066 0.115
H 2.912572 1.974941 2.440950 -0.084 -0.047 0.155
H 4.347795 -0.193578 1.809637 0.059 -0.104 -0.540
H 0.365351 3.233883 -1.526985 3.854 -1.536 -1.116
H -2.110475 3.006134 1.161948 0.262 -0.623 0.492
H 2.087072 -2.316770 -3.369854 -0.505 0.081 0.341
H 1.821123 3.125652 3.252945 -0.022 -0.016 0.104
H 0.719831 0.636633 6.658248 0.148 0.077 -0.216
H -3.027088 3.108197 -1.768339 0.090 -0.184 -0.101
H -5.154250 0.969194 -0.827755 0.115 -0.065 0.239
H 2.057675 -2.889154 1.711112 0.141 -0.376 -0.087
H 2.902500 -1.086960 3.304460 -0.086 0.097 0.202
H -3.241358 -2.844265 3.397044 -0.092 0.270 -0.106
H -4.119843 2.583940 3.858436 -0.272 -0.157 -0.034